Entry from the OMol25 dataset: a 10-piece molecular cluster, C34H86N2O20 overall at a distorted geometry (ωB97M-V/def2-TZVPD).

Last column: Mulliken charge in e.
Geometry (Å):
C -23.55890 -2.70917 7.56434  -1.05
N -24.97201 -2.93838 8.02580  1.03
O -25.54126 -1.86538 8.28702  -0.63
O -25.47328 -4.02463 8.04990  -0.21
H -22.93744 -3.26392 8.26728  0.36
H -23.28757 -1.65348 7.56177  0.28
H -23.57228 -3.13663 6.56174  0.31
C -22.01861 -0.81991 12.22325  -0.69
N -22.55955 -1.41395 10.96519  1.03
O -22.51981 -2.64365 10.85006  -0.50
O -22.95293 -0.58416 10.11245  -0.54
H -22.51877 -1.36399 13.02446  0.08
H -22.34152 0.22049 12.18608  0.28
H -20.94720 -1.01517 12.17784  0.37
C -24.58626 -2.07935 -0.61258  -0.37
O -23.42614 -2.74272 -0.14061  -0.31
C -23.62702 -4.11575 0.31291  -0.77
C -24.69036 -4.32305 1.43122  -0.46
O -24.38268 -3.49805 2.58927  -0.28
C -25.40484 -3.54312 3.57914  -0.79
H -24.36029 -1.07000 -0.95647  0.26
H -25.42799 -2.02875 0.07810  -0.05
H -24.95224 -2.63393 -1.47663  0.35
H -22.72377 -4.59648 0.68856  0.31
H -23.74605 -4.66844 -0.61901  0.41
H -24.79483 -5.33791 1.81496  0.42
H -25.67445 -4.06265 1.04155  0.27
H -25.53637 -4.54597 3.98544  0.55
H -26.39609 -3.45364 3.13469  0.33
H -25.32913 -2.76882 4.34257  0.15
C -26.51261 -3.89513 11.05536  -0.73
O -26.07508 -4.19962 12.43939  -0.05
C -26.72737 -3.35036 13.41866  -0.29
C -26.00239 -3.56445 14.76047  -0.65
O -24.65439 -3.12897 14.83896  -0.22
C -23.82647 -3.81132 13.94425  -0.52
H -27.52193 -4.25429 10.85441  0.42
H -25.90631 -4.46515 10.35139  -0.01
H -26.41967 -2.85426 10.74543  0.48
H -27.77105 -3.65376 13.50108  0.41
H -26.64602 -2.30318 13.12729  0.36
H -26.15581 -4.63122 14.92351  0.37
H -26.54667 -3.20424 15.63347  0.44
H -23.88315 -3.59797 12.87683  0.21
H -23.87378 -4.88754 14.11039  0.39
H -22.81025 -3.45732 14.11767  0.32
C -26.69550 -7.36739 7.98670  -0.54
O -26.71128 -8.44866 8.92251  -0.36
C -27.41904 -8.12749 10.12428  -0.14
C -27.69167 -9.34275 11.00044  -0.68
O -26.52975 -9.77671 11.77444  -0.31
C -26.72662 -11.02285 12.42890  -0.78
H -26.19121 -6.43730 8.24884  0.02
H -27.69025 -7.11131 7.62204  0.40
H -26.16496 -7.69706 7.09342  0.34
H -28.35343 -7.64190 9.84281  0.41
H -26.92202 -7.33088 10.67788  0.07
H -27.99482 -10.09061 10.26770  0.33
H -28.60958 -9.19039 11.56818  0.40
H -26.24752 -11.86053 11.92211  0.29
H -27.71908 -11.35003 12.73887  0.33
H -26.09331 -10.97234 13.31460  0.26
C -23.21939 -6.55574 7.58265  -0.84
O -21.85977 -6.07898 7.65169  0.07
C -20.84053 -7.00610 8.03381  -0.63
C -20.55955 -8.05005 6.98623  -0.67
O -21.63715 -9.01418 6.90458  -0.26
C -21.43975 -10.09506 6.09847  -0.81
H -23.53951 -6.93914 8.55148  0.38
H -23.27170 -7.28216 6.77168  0.39
H -23.84510 -5.74845 7.20203  0.04
H -20.92202 -7.40366 9.04544  0.42
H -19.99198 -6.32231 8.01134  0.19
H -19.64526 -8.54445 7.31448  0.51
H -20.39753 -7.49911 6.05979  0.26
H -21.44674 -9.81268 5.04570  0.31
H -22.13357 -10.92065 6.25691  0.24
H -20.50769 -10.61108 6.32886  0.31
C -28.49950 -3.08605 6.39062  -0.82
O -29.65429 -3.38037 7.26493  -0.44
C -30.56807 -4.27099 6.55099  -0.61
C -31.16560 -3.72327 5.20413  -0.49
O -31.91747 -2.56087 5.40232  -0.37
C -32.28526 -1.97097 4.14160  -0.66
H -27.97201 -3.91851 5.92494  0.43
H -27.69295 -2.49026 6.81795  0.23
H -28.87278 -2.41328 5.61852  0.33
H -31.39017 -4.48808 7.23300  0.44
H -30.21651 -5.30118 6.49440  0.31
H -31.99587 -4.38212 4.94984  0.46
H -30.46562 -3.61471 4.37568  0.31
H -31.41101 -1.47164 3.72392  0.18
H -33.21207 -1.39780 4.16643  0.31
H -32.59384 -2.78893 3.49059  0.34
C -20.61314 -4.49586 4.71369  -0.41
O -19.56047 -4.28251 3.81921  -0.38
C -18.58519 -3.28430 4.33426  -0.52
C -17.45180 -2.95193 3.37769  -0.67
O -16.27523 -3.83809 3.50986  -0.37
C -16.59156 -5.16903 3.11480  -0.57
H -20.31242 -4.77580 5.72330  0.03
H -21.24190 -5.28446 4.30033  0.32
H -21.24153 -3.62946 4.92007  0.31
H -18.26807 -3.66294 5.30593  0.35
H -19.11058 -2.37981 4.64080  0.48
H -17.15324 -1.91319 3.51898  0.35
H -17.78506 -2.85170 2.34474  0.34
H -17.52371 -5.58530 3.49678  0.19
H -15.82776 -5.86671 3.45821  0.27
H -16.69090 -5.15279 2.02945  0.28
C -19.78216 -3.54859 9.61667  -1.20
O -19.81188 -2.25051 10.17466  -0.08
C -18.89132 -1.37803 9.57021  -0.55
C -19.00172 -0.00111 10.33854  -0.61
O -18.71249 -0.23947 11.71408  -0.31
C -18.38914 0.99079 12.40057  -0.86
H -18.80927 -4.02028 9.75483  0.46
H -19.90421 -3.57526 8.53386  0.45
H -20.65074 -4.13617 9.91401  0.28
H -19.17370 -1.05112 8.56947  0.27
H -17.87147 -1.76070 9.53073  0.43
H -19.98455 0.44545 10.18775  0.27
H -18.25846 0.62645 9.84678  0.52
H -18.38156 0.87861 13.48476  0.28
H -19.09142 1.80103 12.20462  0.34
H -17.41135 1.37054 12.10423  0.34
C -25.27755 0.33641 5.46159  -0.53
O -25.36016 0.18176 4.04465  -0.42
C -26.74482 0.02760 3.63446  0.27
C -26.84123 -0.15628 2.11616  -0.01
O -28.19562 -0.28449 1.58718  -0.44
C -28.74147 -1.62531 1.71499  -0.30
H -24.31393 0.61296 5.88944  0.27
H -25.73847 -0.54463 5.90813  0.10
H -25.98271 1.13066 5.70660  0.39
H -27.28260 0.89881 4.00848  0.48
H -27.25505 -0.79186 4.14067  -0.35
H -26.31507 -1.07238 1.84777  -0.37
H -26.26380 0.57494 1.55049  0.41
H -29.81300 -1.58990 1.51837  0.29
H -28.50343 -2.11345 2.66006  -0.10
H -28.23621 -2.21187 0.94767  0.29

Cartesian forces (eV/Å) of the 3 atoms listed first:
C -0.0734 -1.0395 -0.0595
N 0.4070 3.8429 -0.2333
O -0.2496 -1.5983 0.2609

Summary:
Gap between HOMO and LUMO (spin up / spin down) ... 8.3 / 2.1 eV
Net charge ... +1
2S+1 ... 2
<S²> ... 0.76



Entry from the OMol25 dataset: a 7-piece molecular cluster, C34H87N5O12 overall at a distorted geometry (ωB97M-V/def2-TZVPD).

Last column: Mulliken charge in e.
Geometry (Å):
C 0.14146 6.03316 0.25280  -1.09
C -0.99093 5.17782 0.65863  -0.08
O -0.44977 4.19784 1.55608  -0.48
H -0.11597 6.88118 -0.32412  0.46
H 0.93056 5.51373 -0.38638  -0.03
H 0.56945 6.38147 1.21242  0.31
H -1.39125 4.69835 -0.20082  0.19
H -1.79326 5.76139 1.10884  0.45
H -1.12439 4.13772 2.35471  0.27
C 1.97139 0.12422 -0.71227  0.18
C 1.41056 1.06719 0.31850  0.51
O 0.39054 1.96688 -0.19287  -0.17
H 3.03357 0.01528 -0.54582  -0.92
H 1.89534 0.59000 -1.70233  -0.30
H 1.44434 -0.80598 -0.67962  0.60
H 2.22961 1.68213 0.65613  0.29
H 1.07897 0.45003 1.21161  -0.18
H 0.19874 2.62661 0.50473  -0.09
C -1.70612 -0.13900 0.26424  -0.14
O -2.31065 -1.26389 0.90685  -0.34
C -3.23669 -0.83504 1.85356  0.41
C -3.99608 -2.03551 2.34603  -1.26
N -5.06404 -2.46885 1.50505  -0.25
C -4.79179 -2.90472 0.12818  -0.26
C -6.08745 -3.55114 -0.39181  -0.75
O -6.74864 -4.41644 0.47128  -0.43
C -6.13560 -5.67222 0.58524  -0.55
H -1.22201 -0.46739 -0.65613  0.38
H -1.08767 0.43057 0.90121  -0.22
H -2.56166 0.55419 0.00877  0.27
H -4.00754 -0.17923 1.45973  0.15
H -2.65207 -0.28379 2.66574  -0.21
H -4.41585 -1.73332 3.22670  0.60
H -3.29629 -2.87946 2.44882  0.38
H -5.70273 -3.11367 1.97191  0.25
H -4.02458 -3.69150 0.15600  0.23
H -4.38663 -2.10868 -0.52537  0.20
H -5.82655 -3.99645 -1.34312  0.37
H -6.87118 -2.78233 -0.61280  0.36
H -5.22731 -5.57816 1.24513  0.23
H -6.03616 -6.17219 -0.38602  0.28
H -6.85088 -6.27165 1.16263  0.24
C 6.41759 -0.46683 -2.06385  -0.72
O 5.93293 -1.44453 -1.04949  -0.29
C 5.11477 -2.46333 -1.56784  -0.41
C 4.73384 -3.34826 -0.42149  -0.69
N 3.93125 -2.64916 0.55770  0.26
C 3.84692 -3.20193 1.90029  -0.76
C 2.80856 -2.39471 2.66990  -0.52
O 3.23578 -1.02952 2.95910  -0.16
C 2.25687 -0.43199 3.76641  -0.75
H 5.58497 0.10066 -2.54147  0.21
H 6.98931 -1.08812 -2.75113  0.39
H 7.12102 0.15041 -1.57269  0.22
H 5.61457 -3.17525 -2.22176  0.46
H 4.26271 -2.02930 -2.07752  0.17
H 5.65396 -3.65234 0.06980  0.33
H 4.17381 -4.24950 -0.75868  0.35
H 4.02403 -1.60087 0.52514  -0.34
H 4.80384 -3.14076 2.45576  0.33
H 3.62902 -4.25532 1.72624  0.47
H 2.53785 -2.82851 3.63955  0.47
H 1.89112 -2.30347 2.08077  0.19
H 1.27339 -0.62565 3.28399  0.27
H 2.46226 0.62797 3.82842  0.23
H 2.19437 -0.99848 4.73603  0.34
C -2.60564 -5.68870 -1.85047  -0.76
O -1.83026 -5.08497 -2.79281  -0.32
C -0.65422 -5.93423 -3.05741  -0.49
C 0.13948 -5.34911 -4.17137  -0.72
N 0.16477 -3.90871 -4.02739  -0.13
C 0.76500 -3.28816 -5.25558  -0.88
C 0.96423 -1.82052 -5.11972  -0.23
O -0.27117 -1.22380 -4.64414  -0.28
C -0.28914 0.15320 -4.74941  -0.78
H -2.70457 -6.75252 -1.96353  0.37
H -3.52797 -5.17849 -1.89058  0.09
H -2.30502 -5.65196 -0.85265  0.41
H -1.07316 -6.85702 -3.34219  0.43
H -0.10560 -6.15932 -2.09873  0.32
H -0.35645 -5.60852 -5.13386  0.27
H 1.16094 -5.63857 -4.37629  0.40
H -0.75564 -3.48528 -3.89347  0.27
H 0.16581 -3.37461 -6.15765  0.37
H 1.72711 -3.71051 -5.47613  0.41
H 1.29578 -1.40148 -6.04077  0.46
H 1.80519 -1.58693 -4.36717  -0.05
H 0.57457 0.54669 -4.28472  0.27
H -1.19021 0.59066 -4.26600  0.31
H -0.24279 0.57392 -5.81066  0.31
C -6.97823 3.21885 2.35888  -0.78
O -5.62465 3.56727 2.44670  -0.36
C -4.84761 2.46301 2.04443  -1.28
C -3.49249 3.17798 1.89298  0.03
N -2.98874 4.02918 2.98512  -0.32
C -2.90089 3.42253 4.32161  -1.23
C -2.22929 2.07342 4.33454  -0.22
O -0.93114 2.00808 3.67163  0.06
C 0.09162 2.64468 4.41915  -1.07
H -7.49418 3.90798 3.03055  0.27
H -7.09586 2.17680 2.75513  0.31
H -7.28789 3.31518 1.32409  0.29
H -5.14059 2.02314 1.10419  0.70
H -4.89943 1.65177 2.75294  0.52
H -3.72462 3.83103 1.07429  0.45
H -2.64958 2.53979 1.67516  -0.01
H -3.53405 4.83882 3.07914  0.31
H -3.83173 3.34409 4.86734  0.48
H -2.31989 4.07324 4.94385  0.54
H -2.84352 1.24377 3.94346  -0.03
H -2.12519 1.74496 5.40435  0.39
H 0.93510 2.86163 3.79800  0.20
H 0.44142 2.10471 5.26186  0.37
H -0.21975 3.57825 4.83178  0.44
C 0.04268 3.29863 -3.26847  -0.44
O 1.42251 2.98880 -3.40755  -0.40
C 2.22872 3.46876 -2.33574  0.43
C 3.65584 3.05077 -2.55326  -0.18
N 4.60148 3.84648 -1.75970  -0.38
C 4.46160 3.58864 -0.32017  -0.37
C 5.22408 2.30519 0.13847  0.27
O 5.05216 2.13563 1.53155  -0.41
C 5.81051 1.07143 2.04188  -0.51
H -0.49115 2.61100 -3.99760  0.11
H -0.18897 4.33116 -3.34995  0.42
H -0.33658 2.96814 -2.29531  -0.06
H 2.23812 4.58642 -2.23365  0.38
H 1.84251 3.08692 -1.33559  -0.41
H 3.76133 2.01547 -2.25702  -0.53
H 3.85469 3.18234 -3.57563  0.57
H 4.50806 4.86528 -1.97972  0.33
H 4.93313 4.41284 0.22030  0.47
H 3.41505 3.59707 0.06801  -0.04
H 4.82774 1.44867 -0.45168  -0.66
H 6.28957 2.38019 -0.05398  0.74
H 6.85340 0.95713 1.69302  0.34
H 5.23500 0.14344 1.99379  0.03
H 5.92113 1.21805 3.13431  0.26

Cartesian forces (eV/Å) of the 3 atoms listed first:
C 2.2023 -0.0630 0.2015
C 0.3642 -0.5520 0.3508
O -2.0046 0.0194 1.9460

Summary:
Gap between HOMO and LUMO ... 8.7 eV
Net charge ... 0
SMILES ... COCCNCCOC.COCCNCCOC.COCCNCCOC.COCCNCCOC.COCCNCCOC.CCO.CCO
Energy relative to the best compared isomer or geometry (same formula, charge and spin) ... 65.7 kcal per mole